{
  "formula": "C31H24ClCoIN4O2S",
  "method": "the ωB97M-V functional and the def2-TZVPD basis",
  "species": ["Co", "C", "C", "N", "C", "C", "C", "C", "C", "C", "C", "N", "C", "C", "C", "C", "C", "C", "C", "C", "N", "C", "H", "H", "H", "H", "H", "H", "H", "H", "H", "H", "H", "H", "Cl", "C", "C", "C", "I", "C", "O", "C", "N", "C", "C", "C", "C", "H", "H", "H", "H", "O", "S", "C", "C", "C", "C", "H", "H", "H", "H", "H", "H", "H", "H"],
  "xyz": [[0.3452, 0.1145, -0.5096], [1.3599, 3.4210, 1.9643], [1.1327, 2.6770, 0.8469], [0.6243, 1.4003, 0.8983], [0.2984, 0.8873, 2.1114], [0.5267, 1.5978, 3.3217], [1.0728, 2.8869, 3.2430], [0.1892, 0.9456, 4.5263], [-0.3308, -0.3647, 4.5421], [-0.5759, -1.0420, 3.3821], [-0.3016, -0.4011, 2.1210], [-0.4883, -0.8921, 0.8762], [-1.1399, -2.0290, 0.4527], [-1.9930, -2.8660, 1.1460], [-2.5746, -3.9833, 0.5108], [-2.3407, -4.2663, -0.8051], [-1.5188, -3.4000, -1.5712], [-1.2727, -3.5695, -2.9531], [-0.5163, -2.6546, -3.6268], [0.0090, -1.5554, -2.9223], [-0.1819, -1.3875, -1.6354], [-0.9372, -2.2920, -0.9438], [1.7540, 4.4220, 1.8591], [1.3241, 3.0669, -0.1446], [1.2514, 3.4547, 4.1450], [0.3644, 1.4639, 5.4605], [-0.5252, -0.8483, 5.4897], [-0.9182, -2.0635, 3.4327], [-2.2588, -2.6661, 2.1723], [-3.2270, -4.6239, 1.0889], [-2.7931, -5.1274, -1.2787], [-1.7001, -4.4215, -3.4671], [-0.3224, -2.7511, -4.6850], [0.5865, -0.7902, -3.4254], [7.1722, 0.9311, -1.2920], [5.4747, 0.9465, -1.4781], [4.9190, 1.7642, -2.4486], [3.5483, 1.8253, -2.6315], [2.7264, 3.0598, -4.0531], [2.6630, 1.0436, -1.8111], [1.4220, 1.1075, -1.9084], [3.2815, 0.1561, -0.8165], [2.4256, -0.5883, -0.1085], [2.9042, -1.3851, 0.8280], [4.2731, -1.4854, 1.1023], [5.1603, -0.7366, 0.3684], [4.6655, 0.1166, -0.6326], [5.5762, 2.3646, -3.0619], [2.1766, -1.9633, 1.3858], [4.6187, -2.1488, 1.8819], [6.2235, -0.7962, 0.5535], [-1.4806, 1.1397, -1.2443], [-2.2910, 1.9581, -0.2594], [-3.4256, 2.9091, -1.3215], [-4.7975, 2.2226, -1.3234], [-4.5785, 0.7740, -0.8928], [-3.6203, 0.8641, 0.2855], [-2.9302, 2.8757, -2.2916], [-3.4492, 3.9402, -0.9734], [-5.2669, 2.2975, -2.3032], [-5.4553, 2.7189, -0.6075], [-4.1087, 0.2012, -1.6951], [-5.5091, 0.2771, -0.6214], [-3.1555, -0.0712, 0.5927], [-4.0846, 1.3388, 1.1546]],
  "lowdin_charge": [0.4794, -0.0781, -0.1283, -0.0123, -0.1673, -0.1683, -0.0287, 0.0082, -0.0782, -0.0121, -0.1953, 0.0570, -0.1850, 0.0011, -0.0565, -0.0210, -0.1424, 0.0124, -0.0228, -0.0669, 0.0545, -0.1201, 0.1023, 0.1065, 0.1067, 0.1168, 0.1080, 0.0919, 0.0980, 0.1133, 0.1187, 0.1261, 0.1135, 0.1213, 0.8017, -0.5680, -0.1558, -0.6277, 1.0455, -0.3724, -0.0425, -0.1228, 0.1158, -0.0597, -0.0042, 0.0068, -0.1549, 0.1040, 0.1231, 0.1191, 0.1036, -0.5327, 0.9909, -0.2910, -0.2192, -0.2294, -0.3102, 0.0948, 0.0886, 0.1163, 0.1146, 0.1143, 0.1184, 0.0760, 0.1048],
  "s2": 6.1010,
  "gap_ev": [4.3, 5.1],
  "charge": 1,
  "multiplicity": 5,
  "de_lowest_ev": 2.016
}

{
  "formula": "C31H24F7N2",
  "method": "the ωB97M-V functional and the def2-TZVPD basis",
  "species": ["F", "C", "C", "C", "F", "C", "C", "C", "C", "C", "C", "C", "C", "F", "C", "C", "F", "C", "C", "H", "H", "H", "H", "H", "H", "H", "H", "H", "C", "N", "C", "H", "C", "C", "C", "C", "C", "F", "F", "F", "C", "C", "N", "C", "C", "C", "C", "C", "C", "C", "H", "H", "H", "H", "H", "H", "H", "H", "H", "H", "H", "H", "H", "H"],
  "xyz": [[3.5659, -2.4887, 0.4127], [3.5997, -1.2885, 1.0809], [4.8370, -0.6793, 1.3128], [4.8366, 0.5598, 1.9680], [6.0372, 1.1920, 2.1922], [3.6758, 1.1973, 2.3610], [2.4462, 0.5682, 2.0639], [1.2274, 1.2159, 2.4212], [0.0400, 0.5672, 2.3832], [-1.2344, 1.2641, 2.6912], [-2.4665, 0.7884, 2.0065], [-3.3391, 1.7034, 1.4043], [-4.3130, 1.1793, 0.5452], [-5.0932, 2.0498, -0.1896], [-4.5059, -0.1971, 0.3832], [-3.6987, -1.0550, 1.1369], [-3.8744, -2.4179, 1.0329], [-2.7130, -0.5796, 1.9998], [2.4002, -0.7099, 1.4581], [5.7635, -1.1459, 0.9994], [3.6686, 2.1690, 2.8568], [1.2943, 2.2387, 2.8146], [-0.0297, -0.5259, 2.3610], [-1.1355, 2.3474, 2.5941], [-3.2338, 2.7767, 1.5868], [-5.2375, -0.5923, -0.3233], [-2.1073, -1.2467, 2.6183], [1.4416, -1.1878, 1.2491], [-2.1062, 4.2394, 5.8777], [-2.7529, 2.9446, 5.9798], [-2.0696, 1.7869, 6.1004], [-1.3488, 0.9789, 3.7074], [-0.7067, 1.6865, 6.6279], [-0.6704, 1.7987, 8.0333], [0.5215, 1.7471, 8.7119], [1.6796, 1.5522, 7.9873], [2.9493, 1.4986, 8.7746], [3.9373, 0.8020, 8.1504], [3.4290, 2.7591, 9.0314], [2.7568, 0.9126, 9.9970], [1.6905, 1.4485, 6.5975], [0.4844, 1.5275, 5.8951], [-2.9809, 0.7820, 6.1146], [-2.6303, -0.6256, 6.1634], [-4.2660, 1.3179, 6.2978], [-4.1189, 2.7146, 6.2029], [-4.9419, 3.5827, 6.9140], [-5.9221, 3.0058, 7.7362], [-6.0689, 1.6245, 7.8311], [-5.2418, 0.7480, 7.1102], [-2.8703, 5.0191, 5.8352], [-1.4353, 4.4390, 6.7290], [-1.5018, 4.2601, 4.9551], [-1.5912, 1.9299, 8.5914], [0.5284, 1.8456, 9.7868], [2.6382, 1.3072, 6.0800], [0.4893, 1.4696, 4.7982], [-3.5374, -1.2177, 6.3160], [-2.1617, -0.9148, 5.2061], [-1.9137, -0.8395, 6.9718], [-4.7210, 4.6521, 6.9158], [-6.5523, 3.6599, 8.3391], [-6.8143, 1.2054, 8.5081], [-5.2541, -0.3344, 7.2653]],
  "lowdin_charge": [0.0520, -0.2276, 0.0789, -0.2325, 0.0484, 0.0355, -0.2252, -0.0737, -0.0756, -0.1675, -0.2245, 0.0412, -0.2176, 0.0467, 0.0725, -0.2205, 0.0488, 0.0175, 0.0439, 0.1353, 0.1268, 0.1256, 0.1117, 0.1284, 0.1282, 0.1398, 0.1221, 0.1207, 0.0313, 0.0119, -0.1539, 0.0716, -0.1451, 0.0074, 0.0168, -0.1021, -0.5182, 0.1375, 0.1321, 0.1242, 0.0396, 0.0347, 0.0137, 0.0361, -0.1161, -0.1176, 0.0125, -0.0489, -0.0483, 0.0135, 0.0979, 0.1136, 0.1097, 0.1369, 0.1384, 0.1348, 0.0885, 0.0990, 0.0985, 0.1136, 0.1178, 0.1203, 0.1206, 0.1184],
  "gap_ev": 7.6,
  "charge": 1
}

{
  "formula": "C31H24IO4",
  "method": "the ωB97M-V functional and the def2-TZVPD basis",
  "species": ["C", "C", "C", "C", "C", "C", "C", "C", "C", "C", "C", "C", "C", "C", "C", "C", "C", "C", "C", "H", "H", "H", "H", "H", "H", "H", "H", "H", "H", "H", "H", "H", "C", "C", "C", "O", "C", "O", "C", "I", "C", "C", "C", "C", "C", "C", "C", "O", "O", "H", "H", "H", "H", "H", "H", "H", "H", "H", "H", "H"],
  "xyz": [[-0.5849, 0.0631, 2.6207], [-2.0405, 0.0169, 2.6606], [-2.8369, 1.0339, 2.0997], [-4.2106, 0.9942, 2.2045], [-4.8338, -0.0561, 2.8566], [-4.0710, -1.0601, 3.4217], [-2.7004, -1.0345, 3.3204], [0.3256, -1.0552, 2.5956], [1.6586, -0.5843, 2.6929], [2.7299, -1.4742, 2.7376], [2.4750, -2.8269, 2.5945], [1.1701, -3.2973, 2.4494], [0.0987, -2.4281, 2.4455], [1.6005, 0.8662, 2.7536], [0.2347, 1.2411, 2.7200], [-0.1208, 2.5885, 2.8400], [0.8717, 3.5378, 2.9438], [2.2176, 3.1677, 2.9380], [2.5915, 1.8364, 2.8812], [-2.3672, 1.8375, 1.5522], [-4.8117, 1.7869, 1.7886], [-5.9112, -0.0997, 2.9108], [-4.5500, -1.8576, 3.9627], [-2.1038, -1.7792, 3.8179], [3.7300, -1.1102, 2.9082], [3.3006, -3.5231, 2.5839], [1.0045, -4.3552, 2.3130], [-0.9021, -2.7934, 2.3092], [-1.1570, 2.8603, 2.9177], [0.6049, 4.5793, 3.0249], [2.9758, 3.9336, 2.9991], [3.6268, 1.5495, 2.9608], [-1.3922, 2.1991, -3.7260], [-2.0651, 0.8264, -3.8240], [-3.3652, 0.9135, -4.6255], [-1.1707, -0.0290, -4.5989], [-0.3995, -0.9459, -3.9175], [0.4814, -1.5975, -4.4862], [-0.6353, -1.1240, -2.5382], [0.5226, -2.5148, -1.5118], [2.3092, -1.5476, -2.1193], [3.1288, -2.2368, -2.9807], [4.3361, -1.6777, -3.3528], [4.7042, -0.4442, -2.8609], [3.8571, 0.2465, -2.0188], [2.6497, -0.3067, -1.6401], [-1.6307, -0.4542, -1.7973], [-1.7604, -0.6713, -0.5896], [-2.4375, 0.4426, -2.4657], [-0.4366, 2.1053, -3.2117], [-1.1899, 2.5833, -4.7264], [-2.0185, 2.8923, -3.1592], [-3.7931, -0.0808, -4.7085], [-4.0915, 1.5548, -4.1275], [-3.1555, 1.2732, -5.6310], [2.8099, -3.1927, -3.3712], [4.9818, -2.2030, -4.0338], [5.6385, -0.0037, -3.1658], [4.1340, 1.2206, -1.6588], [1.9737, 0.2146, -0.9778]],
  "lowdin_charge": [0.0756, -0.1306, -0.0038, -0.0360, -0.0276, -0.0437, 0.0008, -0.1009, -0.0858, 0.0238, -0.0270, -0.0600, 0.0001, -0.0859, -0.0945, 0.0272, -0.0383, -0.0225, 0.0220, 0.1179, 0.1184, 0.1209, 0.1167, 0.1145, 0.1221, 0.1200, 0.1157, 0.1179, 0.1125, 0.1164, 0.1196, 0.1208, 0.0157, -0.4967, 0.0173, 0.0758, -0.5323, 0.0240, -0.4102, 1.7597, -0.5271, -0.1330, -0.0559, -0.0645, -0.0705, -0.1230, -0.5580, -0.0291, 0.0658, 0.0890, 0.0977, 0.0958, 0.0946, 0.0957, 0.0971, 0.1063, 0.1147, 0.1122, 0.1076, 0.1049],
  "gap_ev": 4.7,
  "charge": 1,
  "de_lowest_ev": 0.000
}

- What is the formula in the third record?
  C31H24IO4